The following is a DFT calculation (ωB97M-V with the def2-TZVPD basis set) of a structure of composition C36H58Cl2N4O2PSi4SnTe at a distorted geometry.

```
! RIJCOSX wB97M-V def2-TZVPD def2/J DEFGRID3
* xyz 1 1
Sn -0.502 -1.833 1.811
Cl 3.436 1.879 6.262
C 2.089 1.425 5.291
C 1.997 0.124 4.823
C 0.934 -0.268 4.024
N 0.767 -1.579 3.545
C 1.141 -2.614 4.334
O 1.822 -2.560 5.340
C 0.570 -3.948 3.933
C 0.913 -5.065 4.687
C 0.359 -6.289 4.365
C -0.527 -6.357 3.297
C -0.823 -5.195 2.611
N -0.291 -4.021 2.924
C -0.046 0.682 3.671
C 0.041 1.976 4.168
C 1.104 2.351 4.972
Cl 1.197 3.972 5.557
N -1.008 0.258 2.760
C -1.981 1.040 2.322
O -2.346 2.160 2.655
C -2.730 0.446 1.150
C -4.045 0.019 1.260
C -4.724 -0.391 0.127
C -4.073 -0.321 -1.101
C -2.782 0.150 -1.140
N -2.125 0.512 -0.037
H 2.753 -0.590 5.101
H 1.605 -4.938 5.503
H 0.605 -7.171 4.932
H -0.989 -7.288 3.012
H -1.511 -5.191 1.777
H -0.725 2.695 3.932
H -4.510 0.012 2.233
H -5.735 -0.760 0.189
H -4.563 -0.623 -2.013
H -2.231 0.249 -2.064
C 2.946 -5.534 -1.120
C 2.016 -5.005 -0.032
C 2.791 -4.766 1.263
P 1.004 -3.462 -0.391
C 1.912 -2.310 -1.561
C 2.271 -2.747 -2.975
C 3.154 -1.813 -0.825
C -0.468 -4.145 -1.339
C -0.222 -5.249 -2.364
C -1.276 -3.009 -1.964
H 3.307 -6.521 -0.832
H 3.815 -4.890 -1.232
H 2.451 -5.633 -2.081
H 1.242 -5.758 0.175
H 3.609 -4.069 1.108
H 3.205 -5.700 1.635
H 2.137 -4.347 2.024
H 1.205 -1.467 -1.637
H 2.965 -3.580 -2.976
H 2.759 -1.912 -3.476
H 1.395 -3.013 -3.558
H 3.922 -2.582 -0.821
H 2.914 -1.544 0.207
H 3.559 -0.936 -1.325
H -1.081 -4.573 -0.530
H 0.470 -4.936 -3.141
H -1.168 -5.497 -2.845
H 0.161 -6.151 -1.896
H -0.776 -2.603 -2.838
H -1.440 -2.203 -1.246
H -2.247 -3.383 -2.282
C -4.000 3.252 -2.166
Si -2.780 4.268 -1.096
C -2.667 6.012 -1.862
C -3.456 4.418 0.676
Si -0.504 3.450 -1.318
Te -0.095 0.997 -0.154
Si 0.221 2.860 -3.557
C 2.026 2.224 -3.487
C -0.835 1.439 -4.304
C 0.114 4.405 -4.669
Si 1.061 4.815 -0.071
C 2.782 3.988 -0.064
C 0.457 5.036 1.722
C 1.189 6.480 -0.997
H -5.011 3.626 -2.038
H -4.011 2.201 -1.896
H -3.761 3.322 -3.222
H -3.645 6.481 -1.926
H -2.250 5.995 -2.863
H -2.044 6.661 -1.256
H -4.538 4.524 0.674
H -3.049 5.293 1.174
H -3.216 3.563 1.300
H 2.144 1.464 -2.719
H 2.718 3.028 -3.257
H 2.340 1.791 -4.432
H -0.616 0.489 -3.820
H -0.628 1.314 -5.362
H -1.899 1.631 -4.206
H 0.704 5.218 -4.259
H -0.908 4.757 -4.761
H 0.481 4.213 -5.672
H 2.729 2.959 0.284
H 3.463 4.519 0.593
H 3.228 3.979 -1.053
H 0.386 4.076 2.226
H -0.521 5.504 1.771
H 1.139 5.652 2.301
H 1.563 6.346 -2.006
H 1.867 7.161 -0.491
H 0.229 6.979 -1.069
*
```

Output
Max |F| = 1.66 eV Å⁻¹
HOMO-LUMO gap = 0.2308 hartree
Relative energy (zero: lowest compared OMol25 entry of this formula, charge and spin) = 0.370 eV
Electronic energy = -4678.06235 Ha
Molecular weight = 1039.421 g/mol
HOMO = -9.77 eV

***

The following is a DFT calculation (ωB97M-V with the def2-TZVPD basis set) of a cluster of 6 separate species, C11H34N3O9 in total at a distorted geometry.

```
! RIJCOSX wB97M-V def2-TZVPD def2/J DEFGRID3
* xyz -1 1
O -25.698 13.334 -21.215
H -25.596 14.275 -20.972
C -26.283 16.699 -19.958
C -26.658 16.572 -18.419
C -28.146 16.855 -18.243
O -28.521 18.128 -18.778
C -29.926 18.195 -18.670
N -26.349 15.203 -18.071
H -26.657 15.892 -20.588
H -25.198 16.695 -20.064
H -26.648 17.672 -20.285
H -26.035 17.268 -17.857
H -28.367 16.846 -17.176
H -28.717 15.982 -18.557
H -30.520 17.338 -18.987
H -30.220 19.130 -19.148
H -30.162 18.323 -17.613
H -26.891 14.617 -18.690
H -25.383 14.953 -18.222
C -23.730 11.938 -18.724
C -22.892 13.163 -19.140
O -23.675 14.256 -19.377
O -24.447 11.375 -19.803
H -24.422 12.101 -17.898
H -23.108 11.148 -18.304
H -22.255 12.981 -20.005
H -22.184 13.392 -18.343
H -24.251 14.058 -20.119
H -24.824 12.087 -20.325
C -27.866 11.133 -22.901
C -27.858 12.303 -23.841
O -27.709 13.552 -23.177
O -26.497 10.958 -22.386
H -28.147 10.276 -23.513
H -28.618 11.307 -22.132
H -28.772 12.328 -24.434
H -27.047 12.200 -24.561
H -26.891 13.465 -22.683
H -26.308 11.702 -21.809
C -29.681 12.789 -18.417
C -28.382 12.361 -19.229
O -27.792 13.544 -19.757
O -30.785 13.130 -19.237
H -29.525 13.668 -17.791
H -29.885 11.964 -17.735
H -28.752 11.718 -20.028
H -27.607 11.885 -18.628
H -27.054 13.325 -20.330
H -30.474 13.836 -19.808
C -23.477 13.134 -23.752
O -22.762 13.192 -24.709
N -23.464 12.273 -22.795
N -24.410 13.980 -23.553
H -22.724 11.588 -22.749
H -24.192 12.377 -22.102
H -24.766 13.957 -22.608
H -24.649 14.669 -24.253
*
```

Output
Max |F| = 5.74 eV Å⁻¹
HOMO-LUMO gap = 0.3192 hartree
Relative energy (zero: lowest compared OMol25 entry of this formula, charge and spin) = 2.044 eV
Electronic energy = -1280.95383 Ha
Molecular weight = 352.405 g/mol
HOMO = -5.85 eV

***

The following is a DFT calculation (ωB97M-V with the def2-TZVPD basis set) of a structure of composition C20H43N9O4S3V.

```
! RIJCOSX wB97M-V def2-TZVPD def2/J DEFGRID3
* xyz 2 2
V 0.691 0.112 -0.253
N 1.700 1.841 0.453
C 1.027 2.052 1.770
C 1.190 0.805 2.626
N 0.804 -0.430 1.881
C 1.790 -1.512 2.115
C 2.963 -1.332 1.170
N 2.388 -1.167 -0.184
C -0.579 -0.868 2.187
C -1.060 -1.897 1.163
N -0.822 -1.401 -0.228
H 2.710 1.805 0.579
H 1.525 2.665 -0.119
H -0.023 2.256 1.571
H 1.417 2.923 2.298
H 0.602 0.900 3.543
H 2.234 0.711 2.930
H 1.327 -2.471 1.884
H 2.105 -1.542 3.161
H 3.622 -2.199 1.226
H 3.552 -0.446 1.414
H 1.991 -2.074 -0.481
H 3.111 -0.923 -0.855
H -1.207 0.021 2.149
H -0.659 -1.282 3.198
H -2.113 -2.123 1.341
H -0.518 -2.835 1.271
H -1.655 -0.935 -0.584
H -0.644 -2.184 -0.863
C -3.082 7.145 3.232
C -1.772 6.603 2.675
S -1.969 5.110 1.744
O -0.678 4.710 1.218
O -2.696 4.142 2.536
C -3.002 5.560 0.357
C -3.468 4.333 -0.428
N -2.355 3.460 -0.823
C -2.079 2.256 -0.281
N -0.910 1.789 -0.722
C -0.444 2.714 -1.626
C -1.328 3.733 -1.692
N -1.215 4.903 -2.520
O -0.236 4.963 -3.222
O -2.106 5.727 -2.453
C -2.980 1.553 0.669
H -2.866 7.948 3.934
H -3.628 6.368 3.764
H -3.719 7.558 2.451
H -1.084 6.307 3.469
H -1.265 7.303 2.010
H -2.418 6.236 -0.266
H -3.877 6.077 0.748
H -3.992 4.667 -1.319
H -4.141 3.735 0.180
H 0.467 2.616 -2.189
H -3.942 1.335 0.202
H -3.157 2.153 1.562
H -2.528 0.612 0.961
S 0.737 -0.081 -3.661
C 0.786 0.055 -2.128
C 1.944 -3.901 -3.725
N 1.834 -5.203 -3.085
C 1.652 -6.307 -4.027
C 1.609 -5.333 -1.770
S 1.043 -4.021 -0.823
N 1.817 -6.532 -1.208
C 1.242 -6.891 0.081
C 2.878 -7.437 -1.651
H 2.709 -3.956 -4.499
H 2.220 -3.147 -2.994
H 0.996 -3.615 -4.188
H 1.018 -5.954 -4.840
H 1.152 -7.140 -3.543
H 2.597 -6.644 -4.453
H 0.302 -6.370 0.234
H 1.924 -6.646 0.898
H 1.061 -7.964 0.081
H 3.504 -6.958 -2.396
H 2.478 -8.368 -2.054
H 3.498 -7.677 -0.786
*
```

Output
Max |F| = 0.68 eV Å⁻¹
HOMO-LUMO gap (alpha / beta) = 0.2874 / 0.2396 hartree
Expectation value of S² = 0.89
Relative energy (zero: lowest compared OMol25 entry of this formula, charge and spin) = 0.000 eV
Electronic energy = -3719.65883 Ha
Molecular weight = 620.768 g/mol
HOMO (alpha / beta) = -13.29 / -12.41 eV